No. 1
# C26H25ClN4O6SeZn

C26H25ClN4O6SeZn as an isolated structure (the ωB97M-V functional and the def2-TZVPD basis, the Open Molecules 2025 dataset).

```
64
Properties=species:S:1:pos:R:3:mulliken_charge:R:1
Zn 0.74 -0.24 -1.28 0.482
Cl 4.50 4.52 3.81 -0.286
C 3.19 4.00 2.76 0.451
C 3.44 3.05 1.78 -0.655
C 2.39 2.63 0.97 0.040
C 1.12 3.16 1.13 0.140
C 0.90 4.14 2.10 -0.532
C 1.93 4.55 2.93 -0.585
C -0.06 2.66 0.28 -0.053
O -1.06 3.39 0.21 -0.798
O 0.08 1.50 -0.19 -0.378
H 4.43 2.63 1.66 0.483
H 2.58 1.90 0.19 0.409
H -0.09 4.55 2.19 0.456
H 1.77 5.30 3.69 0.405
O 2.64 0.47 -1.51 -0.906
Se 3.45 -0.94 -1.03 1.150
O 4.75 -1.24 -1.95 -0.759
O 2.20 -2.02 -1.22 -0.705
O 3.81 -0.76 0.56 -0.654
C -3.81 -0.47 -6.93 -0.338
C -4.18 -0.72 -5.62 -0.796
C -3.25 -0.66 -4.59 -0.022
C -1.91 -0.35 -4.84 1.012
C -1.56 -0.09 -6.18 -0.644
C -2.49 -0.15 -7.21 -0.529
C -0.84 -0.26 -3.83 -0.307
C -0.81 -0.61 -2.54 -1.760
C -1.96 -1.22 -1.85 0.893
C -2.23 -2.59 -1.94 0.403
C -3.30 -3.15 -1.26 -0.717
C -4.12 -2.36 -0.46 -0.419
C -3.84 -1.01 -0.33 -0.658
C -2.77 -0.44 -1.01 0.223
H -4.54 -0.51 -7.73 0.347
H -5.21 -0.96 -5.38 0.370
H -3.58 -0.85 -3.58 0.342
H -0.53 0.17 -6.40 0.353
H -2.17 0.06 -8.22 0.340
H 0.08 0.17 -4.25 0.183
H -1.58 -3.20 -2.55 0.416
H -3.49 -4.21 -1.34 0.344
H -4.95 -2.80 0.08 0.338
H -4.45 -0.38 0.31 0.364
H -2.52 0.61 -0.88 0.387
C 1.46 0.65 4.61 -1.269
C 2.00 -0.76 4.84 0.884
C 0.97 -1.64 5.55 -1.631
C 2.48 -1.39 3.54 -1.293
N 1.45 -1.47 2.52 1.262
C 1.21 -0.60 1.55 -1.300
N 0.30 -1.11 0.76 0.993
N -0.03 -2.31 1.28 -0.420
N 0.66 -2.54 2.34 -0.933
H 1.21 1.13 5.55 0.466
H 0.55 0.62 4.00 0.254
H 2.18 1.28 4.09 0.208
H 2.89 -0.68 5.47 0.343
H 0.06 -1.72 4.95 0.302
H 0.71 -1.22 6.52 0.455
H 1.35 -2.65 5.70 0.377
H 2.86 -2.40 3.69 0.416
H 3.29 -0.79 3.09 0.347
H 1.73 0.33 1.41 0.708
```

As for the LUMO energy: 4.116 eV. The calculation puts the total energy at -6317.2269 a.u. As for the net charge: -2. As for the HOMO energy: -2.8 eV. The gap between HOMO and LUMO is 6.9460 eV.

---

No. 2
# C26H25F3N2S

One molecule with the formula C26H25F3N2S at a distorted geometry (the ωB97M-V functional and the def2-TZVPD basis, the Open Molecules 2025 dataset).

```
57
Properties=species:S:1:pos:R:3:mulliken_charge:R:1
F 3.64 -2.37 -4.21 -0.272
C 4.68 -1.65 -3.75 0.802
F 5.78 -2.48 -3.72 -0.253
F 4.98 -0.70 -4.70 -0.261
C 4.43 -1.03 -2.41 0.056
C 5.39 -0.14 -1.98 -0.841
C 5.22 0.45 -0.74 -0.599
C 4.12 0.17 0.07 -0.302
C 3.11 -0.70 -0.41 0.180
S 1.62 -1.19 0.48 -0.420
C 3.32 -1.35 -1.62 -0.283
H 6.27 0.08 -2.61 0.365
H 6.00 1.15 -0.42 0.398
H 4.07 0.62 1.07 0.437
H 2.61 -2.09 -1.96 0.602
C -1.42 5.87 -0.97 -0.962
N -0.33 4.94 -0.82 0.071
C 1.00 5.28 -1.32 -0.739
C 1.84 4.01 -1.04 -0.755
C 0.88 3.05 -0.45 0.516
C -0.39 3.67 -0.31 0.333
C -1.46 2.96 0.25 -1.481
C -1.20 1.64 0.63 -0.844
C -0.03 0.95 0.24 0.064
C 0.07 -0.59 0.08 1.118
C -1.08 -1.43 0.75 0.430
C -0.88 -2.54 1.58 -0.624
C -2.00 -3.26 2.04 0.805
C -3.32 -2.84 1.73 0.348
N -4.23 -3.69 2.27 0.059
C -5.67 -3.64 2.17 -1.015
C -3.61 -4.81 2.95 -0.734
C -2.10 -4.52 2.83 -0.686
C -3.53 -1.71 0.92 -1.644
C -2.40 -1.06 0.41 -0.952
C 1.06 1.72 -0.15 -0.068
H -2.36 5.42 -0.65 0.288
H -1.23 6.78 -0.38 0.278
H -1.51 6.19 -2.03 0.299
H 0.95 5.52 -2.40 0.341
H 1.39 6.17 -0.80 0.318
H 2.28 3.63 -1.96 0.266
H 2.67 4.26 -0.36 0.263
H -2.43 3.43 0.41 0.234
H -1.95 1.10 1.19 0.866
H -0.03 -0.76 -1.03 0.349
H 0.11 -2.90 1.87 0.359
H -6.02 -2.64 1.91 0.318
H -6.06 -4.35 1.41 0.299
H -6.12 -3.94 3.13 0.306
H -3.96 -4.86 4.00 0.330
H -3.89 -5.76 2.47 0.317
H -1.60 -5.36 2.33 0.263
H -1.66 -4.41 3.84 0.282
H -4.53 -1.35 0.71 0.215
H -2.54 -0.23 -0.27 0.750
H 2.06 1.31 -0.27 0.209
```

As for the LUMO energy: 0.563 eV. The calculation puts the total energy at -1813.0224 a.u. The structure (SMILES) is CN1CCc2cc(C(Sc3cccc(C(F)(F)F)c3)c3ccc4c(c3)CCN4C)ccc21. As for the HOMO energy: -6.9 eV. The gap between HOMO and LUMO is 7.4858 eV.

---

No. 3
# C26H25FeN2O5S4

C26H25FeN2O5S4 as an isolated structure (the ωB97M-V functional and the def2-TZVPD basis, the Open Molecules 2025 dataset).

```
63
Properties=species:S:1:pos:R:3:mulliken_charge:R:1
Fe -2.72 -1.37 -1.04 0.416
S -2.96 0.41 0.50 -0.399
C -1.57 0.48 1.43 0.729
N -1.29 1.51 2.21 0.221
C -0.12 1.46 3.07 -0.857
C 1.03 0.90 2.27 -0.630
N 0.65 -0.42 1.78 0.053
C 1.72 -1.40 1.64 -1.084
C 2.87 -0.80 0.85 0.398
C 4.15 -0.75 1.38 -0.426
C 5.19 -0.19 0.64 -0.642
C 4.94 0.32 -0.62 -0.455
C 3.65 0.28 -1.15 -0.787
C 2.62 -0.28 -0.41 0.073
C -0.61 -0.69 1.44 0.357
S -1.20 -2.20 1.07 -0.316
C -2.15 2.70 2.31 -1.136
C -1.36 3.96 2.06 0.292
C -0.87 4.20 0.78 -0.240
C -0.13 5.34 0.52 -0.752
C 0.13 6.25 1.54 -0.386
C -0.36 6.02 2.81 -0.590
C -1.11 4.87 3.07 -0.256
H -0.32 0.84 3.95 0.315
H 0.11 2.47 3.40 0.442
H 1.91 0.78 2.89 0.517
H 1.28 1.56 1.44 0.322
H 1.31 -2.27 1.13 0.463
H 2.06 -1.72 2.63 0.349
H 4.34 -1.16 2.37 0.383
H 6.19 -0.16 1.06 0.386
H 5.74 0.76 -1.19 0.388
H 3.46 0.68 -2.13 0.438
H 1.62 -0.32 -0.82 0.434
H -2.63 2.71 3.29 0.386
H -2.94 2.59 1.57 0.483
H -1.09 3.50 -0.02 0.580
H 0.24 5.53 -0.48 0.406
H 0.70 7.14 1.34 0.383
H -0.17 6.73 3.61 0.381
H -1.49 4.69 4.07 0.389
C -2.23 -5.43 -1.86 -1.794
C -1.92 -3.96 -1.86 1.610
O -2.82 -3.24 -1.36 -0.341
C -0.70 -3.45 -2.42 0.309
C 0.15 -4.35 -3.11 -0.901
C 1.28 -3.94 -3.76 -0.962
C 1.60 -2.57 -3.75 -0.529
C 0.82 -1.67 -3.09 -0.496
C -0.34 -2.07 -2.36 0.606
O -0.96 -1.16 -1.69 -0.736
H -3.15 -5.58 -1.32 0.339
H -1.42 -6.00 -1.41 0.425
H -2.36 -5.78 -2.89 0.417
H -0.12 -5.40 -3.15 0.373
H 1.90 -4.65 -4.29 0.393
H 2.47 -2.22 -4.29 0.405
H 1.04 -0.61 -3.10 0.666
O -5.79 -1.29 -3.05 -0.653
S -4.90 -0.63 -2.15 1.150
O -3.40 -0.79 -2.63 -0.367
O -4.68 -1.41 -0.85 -0.488
S -5.28 1.23 -1.84 -0.453
```

As for the LUMO energy (spin up / spin down): -1.380 / -1.383 eV. The calculation puts the total energy at -4347.9566 a.u. The spin multiplicity is 2. As for the expectation value of S²: 0.903. As for the HOMO energy (spin up / spin down): -7.4 / -7.4 eV. The gap between HOMO and LUMO (spin up / spin down) is 6.0393 / 6.0408 eV.